1) Entry from the OMol25 dataset: an isolated molecule of C2H4ClNO2 (ωB97M-V/def2-TZVPD).

The geometry in XYZ format:
```
10
Properties=species:S:1:pos:R:3:nbo_charge:R:1
N 0.290 -0.331 0.278 -0.85
C -1.009 -0.180 -0.363 -0.18
Cl -2.233 -1.347 0.122 -0.01
C -1.479 1.195 -0.054 0.73
O -2.615 1.559 -0.147 -0.54
O -0.531 2.096 0.305 -0.67
H 0.934 -1.160 -0.011 0.41
H 0.112 -0.242 1.209 0.36
H -0.807 -0.134 -1.482 0.24
H 0.280 1.636 0.490 0.50
```

Results
HOMO energy (eV): -10.47
2S+1: 1

---

2) Entry from the OMol25 dataset: a structure of composition C2H4ClNO2 (ωB97M-V/def2-TZVPD).

The geometry in XYZ format:
```
10
Properties=species:S:1:pos:R:3:nbo_charge:R:1
C -1.210 0.148 0.456 -0.67
C 0.139 -0.620 0.266 -0.13
N 1.326 0.628 -0.639 0.53
O 0.665 1.072 -1.530 -0.37
O 2.507 0.581 -0.420 -0.35
Cl 0.153 -1.845 -0.964 0.04
H -1.913 -0.537 0.122 0.23
H -1.046 1.102 -0.068 0.26
H -1.382 0.270 1.541 0.23
H 0.761 -0.799 1.237 0.23
```

Results
HOMO energy (eV): -9.74
2S+1: 1

---

Quick one: least stable of them? 2)

---

1) Entry from the OMol25 dataset: an isolated molecule of C4H8N2S2 (ωB97M-V/def2-TZVPD).

The geometry in XYZ format:
```
16
Properties=species:S:1:pos:R:3:nbo_charge:R:1
C -1.566 -0.955 -0.262 -0.23
C 1.303 0.916 0.090 -0.09
C -1.792 -2.513 -0.138 -0.59
C 3.035 2.729 1.044 -0.78
N -0.198 -0.748 -0.677 -0.29
N 0.427 0.268 -0.381 -0.03
S -2.705 -0.067 -1.331 -0.03
S 2.130 2.268 -0.398 0.34
H -1.629 -0.637 0.830 0.21
H -3.185 -1.181 -2.092 0.14
H -0.820 -3.003 0.152 0.24
H -2.045 -2.903 -1.331 0.19
H -2.633 -2.768 0.493 0.22
H 3.397 3.863 0.775 0.24
H 3.926 2.109 1.209 0.22
H 2.355 2.620 2.017 0.24
```

Results
HOMO energy (eV): -8.16
2S+1: 1

---

2) Entry from the OMol25 dataset: an isolated molecule of C4H8N2S2 (ωB97M-V/def2-TZVPD).

The geometry in XYZ format:
```
16
Properties=species:S:1:pos:R:3:nbo_charge:R:1
H -1.274 1.232 1.894 0.33
N -0.828 0.330 1.833 -0.69
C 0.001 0.312 0.876 0.37
N 0.218 1.281 -0.075 -0.62
C 1.387 1.354 -0.943 -0.41
C 0.811 -0.949 0.700 -0.35
S 2.324 -1.066 1.278 0.04
S 0.055 -2.283 -0.117 0.36
C -1.640 -1.698 -0.462 -0.75
H -0.187 2.184 0.180 0.39
H 2.314 1.593 -0.416 0.20
H 1.165 2.124 -1.693 0.21
H 1.515 0.414 -1.465 0.21
H -2.085 -2.505 -1.008 0.23
H -2.151 -1.530 0.490 0.25
H -1.626 -0.792 -1.071 0.23
```

Results
HOMO energy (eV): -8.68
2S+1: 1

---

Quick one: least stable of them? 1)

---

1) Entry from the OMol25 dataset: a structure of composition C4H10NO2 (ωB97M-V/def2-TZVPD).

The geometry in XYZ format:
```
17
Properties=species:S:1:pos:R:3:nbo_charge:R:1
C 0.566 -0.562 0.952 -0.24
C 0.193 -0.758 -0.493 0.08
C 0.606 -2.133 -1.029 -0.61
O 0.722 0.266 -1.265 -0.81
N -0.149 0.546 1.558 -0.69
C -1.175 1.251 0.701 0.13
O -0.669 1.694 -0.469 -0.85
H 1.645 -0.305 0.919 0.17
H 0.458 -1.436 1.565 0.15
H -0.907 -0.734 -0.541 0.14
H 0.650 -2.099 -2.058 0.21
H 1.597 -2.408 -0.668 0.18
H -0.082 -2.907 -0.754 0.18
H 0.144 1.031 -0.924 0.45
H -0.448 0.302 2.443 0.33
H -1.526 2.095 1.350 0.10
H -2.068 0.558 0.610 0.06
```

Results
HOMO energy (eV): -3.24
Net charge: -1
2S+1: 1

---

2) Entry from the OMol25 dataset: a cluster of 2 separate species, C4H10NO2 in total (ωB97M-V/def2-TZVPD).

The geometry in XYZ format:
```
17
Properties=species:S:1:pos:R:3:nbo_charge:R:1
O -1.545 2.011 0.019 -0.79
C -1.698 1.713 1.216 0.63
O -1.265 0.720 1.841 -0.80
H -2.357 2.414 1.797 -0.01
C -0.810 -1.433 -0.538 -0.63
C 0.238 -0.573 -1.234 -0.23
N 1.532 -0.661 -0.557 -0.64
C 1.640 0.225 0.599 -0.43
H -1.764 -1.386 -1.071 0.19
H -0.986 -1.032 0.464 0.26
H -0.473 -2.471 -0.484 0.18
H -0.132 0.461 -1.267 0.21
H 0.364 -0.900 -2.275 0.16
H 2.262 -0.427 -1.214 0.33
H 2.560 -0.027 1.125 0.16
H 1.633 1.276 0.306 0.16
H 0.800 0.090 1.273 0.25
```

Results
HOMO energy (eV): -4.14
Net charge: -1
2S+1: 1

---

3) Entry from the OMol25 dataset: the ion C4H10NO2 with charge -1 (ωB97M-V/def2-TZVPD).

The geometry in XYZ format:
```
17
Properties=species:S:1:pos:R:3:nbo_charge:R:1
O 0.767 2.067 0.507 -0.90
C -0.490 1.838 0.978 -0.02
C -1.310 0.748 0.138 -0.45
C -0.637 -0.641 0.245 -0.23
N 0.789 -0.439 -0.032 -0.73
C 1.203 -1.589 -1.352 0.20
O 0.983 -2.818 -1.276 -0.80
H -0.494 1.359 1.985 0.08
H -1.106 2.743 1.029 0.12
H -2.309 0.744 0.560 0.18
H -1.169 1.071 -0.900 0.19
H -1.035 -1.415 -0.411 0.20
H -0.787 -0.970 1.280 0.16
H 1.106 0.693 0.168 0.47
H 1.394 -0.998 0.546 0.37
H 2.286 -1.360 -1.242 0.06
H 0.810 -1.032 -2.223 0.08
```

Results
HOMO energy (eV): -3.90
Net charge: -1
2S+1: 1

---

4) Entry from the OMol25 dataset: the ion C4H10NO2 with charge -1 (ωB97M-V/def2-TZVPD).

The geometry in XYZ format:
```
17
Properties=species:S:1:pos:R:3:nbo_charge:R:1
N 1.320 0.168 -0.657 -0.90
C 0.593 0.315 0.604 -0.04
C 0.943 -0.741 1.721 -0.06
O 2.178 -1.200 1.356 -0.98
C -0.996 0.115 0.096 -0.44
C -1.371 1.005 -1.043 -0.08
O -2.470 0.436 -1.813 -0.76
H 0.964 -0.490 -1.320 0.34
H 2.301 0.029 -0.391 0.40
H 0.868 1.295 1.060 0.16
H 0.155 -1.611 1.680 0.07
H 1.137 -0.148 2.645 0.11
H -1.105 -0.933 -0.259 0.18
H -1.704 0.151 1.053 0.20
H -1.736 1.912 -0.688 0.17
H -0.554 1.100 -1.803 0.18
H -2.245 -0.539 -1.994 0.45
```

Results
HOMO energy (eV): -2.33
Net charge: -1
2S+1: 1

---

Quick one: least stable of them? 4)

---

1) Entry from the OMol25 dataset: a cluster of 2 separate species, C4H10NO2 in total (ωB97M-V/def2-TZVPD).

The geometry in XYZ format:
```
17
Properties=species:S:1:pos:R:3:nbo_charge:R:1
C -2.293 0.395 0.496 -0.42
N -1.115 1.295 0.542 -0.67
C -0.505 1.472 -0.804 -0.42
H -3.135 0.876 -0.018 0.15
H -2.138 -0.630 0.077 0.21
H -2.620 0.279 1.545 0.18
H -0.483 0.857 1.221 0.41
H -0.156 0.484 -1.294 0.19
H 0.346 2.156 -0.718 0.19
H -1.236 1.947 -1.475 0.16
O 1.099 -0.359 1.442 -0.80
C 1.127 -1.117 0.419 0.76
O 0.124 -1.727 -0.077 -0.80
C 2.490 -1.438 -0.212 -0.73
H 2.726 -2.503 -0.226 0.20
H 2.512 -1.067 -1.257 0.20
H 3.257 -0.920 0.339 0.20
```

Results
HOMO energy (eV): -4.12
Net charge: -1
2S+1: 1

---

2) Entry from the OMol25 dataset: a cluster of 2 separate species, C4H10NO2 in total (ωB97M-V/def2-TZVPD).

The geometry in XYZ format:
```
17
Properties=species:S:1:pos:R:3:nbo_charge:R:1
N -0.131 1.777 -2.394 -0.93
C -0.931 0.504 -2.478 0.13
O -0.533 -0.424 -1.519 -0.98
H 0.676 1.626 -1.784 0.35
H 0.127 2.142 -3.292 0.33
H -1.962 0.804 -2.448 0.08
H -0.767 0.092 -3.468 0.06
O 0.940 0.457 3.183 -0.60
C 0.237 0.271 2.172 0.45
C 0.664 -0.615 1.026 -0.55
C -0.138 -1.919 0.786 -0.59
H -0.729 0.784 2.023 0.11
H 1.743 -0.862 1.264 0.19
H 0.510 -0.055 0.096 0.32
H 0.022 -2.683 1.540 0.17
H 0.241 -2.315 -0.148 0.24
H -1.194 -1.689 0.623 0.23
```

Results
HOMO energy (eV): -2.88
Net charge: -1
2S+1: 1

---

3) Entry from the OMol25 dataset: a structure of composition C4H10NO2 (ωB97M-V/def2-TZVPD).

The geometry in XYZ format:
```
17
Properties=species:S:1:pos:R:3:mulliken_charge:R:1
C 1.723 0.697 0.181 -0.78
O 2.836 -0.711 0.457 -0.50
C 0.351 0.154 -0.422 0.25
C -0.778 0.361 0.546 -0.80
C -2.203 0.009 -0.125 -0.35
O -2.548 -1.234 0.190 -0.86
N 0.386 -1.208 -0.812 -0.74
H 1.607 0.407 1.247 0.31
H 1.642 1.749 0.033 0.51
H 2.715 0.358 -0.228 0.19
H 0.140 0.646 -1.444 0.14
H -0.722 -0.269 1.538 0.29
H -0.789 1.446 0.644 0.36
H -2.860 0.898 0.183 0.20
H -2.223 0.070 -1.279 0.13
H 1.221 -1.679 -0.339 0.32
H -0.499 -1.694 -0.370 0.33
```

Results
HOMO energy (eV): -2.55
Net charge: -1
2S+1: 1

---

4) Entry from the OMol25 dataset: the ion C4H10NO2 with charge -1 (ωB97M-V/def2-TZVPD).

The geometry in XYZ format:
```
17
Properties=species:S:1:pos:R:3:nbo_charge:R:1
C -1.437 0.459 0.127 -0.65
C -0.040 0.605 -0.498 -0.06
C 1.051 1.368 0.293 -0.08
O 0.625 2.715 0.600 -0.73
N 0.485 -0.778 -0.705 -0.74
C 0.169 -1.930 0.294 0.12
O -0.760 -2.740 -0.191 -0.93
H -1.448 1.316 0.861 0.19
H -1.699 -0.465 0.636 0.25
H -2.141 0.705 -0.698 0.19
H -0.088 1.196 -1.434 0.15
H 1.238 0.887 1.240 0.17
H 1.904 1.313 -0.392 0.16
H 0.302 2.983 -0.268 0.45
H -0.072 -1.219 -1.459 0.37
H 1.219 -2.397 0.120 0.07
H 0.223 -1.447 1.298 0.07
```

Results
HOMO energy (eV): -2.63
Net charge: -1
2S+1: 1

---

Quick one: least stable of them? 3)

---

1) Entry from the OMol25 dataset: a structure of composition C3H6Br2O2 (ωB97M-V/def2-TZVPD).

The geometry in XYZ format:
```
13
Properties=species:S:1:pos:R:3:nbo_charge:R:1
C 0.465 -1.303 0.673 -0.31
C 1.337 -0.147 0.436 -0.15
C -1.604 0.142 -0.985 0.08
O 0.706 1.051 0.868 -0.75
O -1.892 1.072 -0.073 -0.72
Br -0.400 0.686 -2.403 0.00
Br -3.112 -0.805 -1.612 0.09
H -0.333 -1.225 1.385 0.19
H 0.700 -2.249 0.231 0.19
H 1.582 -0.071 -0.641 0.19
H 2.298 -0.274 0.972 0.18
H 1.319 1.786 0.765 0.49
H -1.065 1.336 0.384 0.53
```

Results
HOMO energy (spin up / spin down) (eV): -7.94 / -8.40
2S+1: 1

---

2) Entry from the OMol25 dataset: an isolated molecule of C3H6Br2O2 (ωB97M-V/def2-TZVPD).

The geometry in XYZ format:
```
13
Properties=species:S:1:pos:R:3:nbo_charge:R:1
C -0.477 -1.178 -0.400 -0.61
C 0.644 -0.167 0.079 -0.33
Br 2.046 -0.286 -1.244 0.01
C 0.277 1.333 0.127 0.66
O 1.187 2.215 0.491 -0.70
O -0.438 1.698 -0.959 -0.68
Br -1.196 1.319 1.777 -0.29
H -1.420 -1.114 0.061 0.24
H -0.103 -2.237 -0.063 0.22
H -0.706 -1.109 -1.385 0.22
H 1.208 -0.512 1.027 0.25
H 1.285 2.166 1.419 0.51
H 0.027 2.427 -1.332 0.50
```

Results
HOMO energy (eV): -10.07
2S+1: 1

---

Quick one: least stable of them? 1)

---

1) Entry from the OMol25 dataset: an isolated molecule of C8H6N2O (ωB97M-V/def2-TZVPD).

The geometry in XYZ format:
```
17
Properties=species:S:1:pos:R:3:nbo_charge:R:1
O -2.303 -2.101 -0.160 -0.57
C -1.806 -1.020 -0.085 0.64
N -2.628 0.182 -0.052 -0.46
N -2.235 1.534 0.025 -0.18
C -1.009 1.776 0.233 0.01
C -0.068 0.662 0.058 -0.02
C 1.334 1.108 -0.193 -0.20
C 2.420 0.246 -0.130 -0.20
C 2.028 -1.140 0.102 -0.21
C 0.644 -1.523 0.174 -0.15
C -0.457 -0.661 0.138 -0.20
H -3.675 -0.008 -0.200 0.42
H -0.636 2.769 0.392 0.21
H 1.611 2.207 -0.520 0.23
H 3.428 0.552 -0.383 0.23
H 2.871 -1.907 0.081 0.23
H 0.480 -2.676 0.522 0.24
```

Results
HOMO energy (eV): -8.90
2S+1: 1

---

2) Entry from the OMol25 dataset: an isolated molecule of C8H6N2O (ωB97M-V/def2-TZVPD).

The geometry in XYZ format:
```
17
Properties=species:S:1:pos:R:3:nbo_charge:R:1
O 3.735 -0.595 0.519 -0.55
C 2.498 -0.702 0.159 0.38
C 1.546 0.228 -0.300 -0.27
C 1.438 1.544 -0.057 0.10
N 0.131 2.116 -0.163 -0.58
C -0.679 0.962 -0.355 0.30
N -2.029 1.083 0.490 -0.37
C -2.543 -0.216 0.400 0.00
C -1.877 -1.449 -0.001 -0.27
C -0.475 -1.569 -0.497 -0.16
C 0.082 -0.251 -0.588 -0.10
H 2.203 -1.699 0.081 0.12
H 2.197 2.470 -0.091 0.23
H -0.128 3.203 -0.286 0.46
H -3.580 -0.093 1.109 0.22
H -2.320 -2.438 0.107 0.22
H -0.200 -2.593 -0.526 0.25
```

Results
HOMO energy (eV): -9.14
2S+1: 1

---

Quick one: least stable of them? 2)